# 1
34
Properties=species:S:1:pos:R:3 method="wB97M-V/def2-TZVPD" energy_ev=-87505.478 s2=2.012 spin_multiplicity=3 orbital_gap_ha="0.30920 / 0.33027" total_charge=-1
V -0.083 -0.562 -0.107
N -2.219 -1.489 -2.552
C -0.946 -1.961 -2.519
N -0.428 -2.948 -3.227
N 0.844 -3.020 -2.831
N 1.104 -2.143 -1.950
N -0.002 -1.433 -1.695
C -2.593 -0.497 -1.690
N -3.744 0.146 -1.669
N -3.621 1.025 -0.676
N -2.480 0.939 -0.119
N -1.773 -0.014 -0.717
H -2.889 -1.883 -3.193
F -2.095 -1.961 1.432
C -0.781 -1.963 1.051
F -0.573 -3.221 0.523
C 0.088 -1.851 2.285
F 1.370 -1.637 1.887
F -0.261 -0.828 3.064
F 0.122 -2.937 3.070
F 0.041 3.387 2.066
C 1.207 2.766 1.939
F 1.484 2.186 3.105
F 2.135 3.725 1.768
C 1.165 1.709 0.795
O 0.229 0.820 1.052
C 2.574 1.043 0.671
F 2.991 0.533 1.825
F 3.531 1.879 0.250
F 2.529 0.028 -0.211
C 0.850 2.398 -0.566
F -0.349 2.958 -0.573
F 1.728 3.337 -0.937
F 0.845 1.469 -1.551

=====

# 2
59
Properties=species:S:1:pos:R:3 method="wB97M-V/def2-TZVPD" energy_ev=-46793.787 orbital_gap_ha="0.20406 / 0.20421" total_charge=+3
Ru 0.372 0.028 -0.586
N -0.173 1.798 -1.461
C 0.731 1.560 -2.566
C 1.746 2.477 -2.825
C 2.615 2.249 -3.873
C 2.478 1.105 -4.663
C 1.484 0.187 -4.397
C 0.596 0.375 -3.327
C -0.438 -0.644 -3.057
C -1.204 -1.197 -4.061
C -2.178 -2.132 -3.728
C -2.426 -2.531 -2.395
C -1.698 -1.979 -1.375
C -0.702 -1.009 -1.690
H 0.028 2.660 -0.952
H -1.157 1.820 -1.732
H 1.826 3.384 -2.237
H 3.391 2.970 -4.093
H 3.157 0.937 -5.488
H 1.394 -0.706 -5.002
H -1.068 -0.899 -5.093
H -2.782 -2.557 -4.522
H -3.195 -3.264 -2.192
H -1.883 -2.260 -0.348
N 0.814 -1.028 2.237
P -0.409 -0.089 1.549
C -1.923 -0.776 2.167
C -2.958 0.034 2.639
C -4.105 -0.554 3.147
C -4.221 -1.937 3.191
C -3.187 -2.749 2.732
C -2.040 -2.175 2.217
C -0.167 1.612 2.061
C -1.014 2.606 1.546
C -0.852 3.923 1.937
C 0.162 4.260 2.832
C 1.010 3.285 3.333
C 0.850 1.958 2.952
C 1.915 -1.373 1.505
C 2.994 -2.074 2.037
C 4.054 -2.381 1.217
C 4.047 -1.991 -0.132
C 2.965 -1.312 -0.599
N 1.898 -1.004 0.201
H 0.756 -1.351 3.194
H -2.869 1.112 2.646
H -4.903 0.070 3.527
H -5.116 -2.388 3.598
H -3.273 -3.825 2.793
H -1.225 -2.811 1.890
H -1.828 2.346 0.874
H -1.523 4.685 1.564
H 0.285 5.290 3.140
H 1.791 3.551 4.032
H 1.513 1.207 3.362
H 2.986 -2.362 3.080
H 4.900 -2.926 1.616
H 4.871 -2.223 -0.790
H 2.886 -0.986 -1.630

=====

# 3
16
Properties=species:S:1:pos:R:3 method="wB97M-V/def2-TZVPD" energy_ev=-7841.655 orbital_gap_ha=0.17970 total_charge=-1
C -0.141 -0.656 -1.681
C -2.546 0.761 -0.544
C -1.794 0.654 0.678
N -3.358 0.020 0.179
C 2.987 0.346 1.121
O 3.291 -0.475 0.110
H 0.206 -0.913 -2.677
H -0.173 0.426 -1.579
H 0.559 -1.004 -0.915
H -1.108 -1.098 -1.453
H 2.442 -0.138 1.989
H -2.137 1.113 1.602
H -1.125 -0.171 0.895
H -3.299 -0.942 -0.154
H 3.869 0.864 1.611
H 2.326 1.213 0.817

=====

# 4
83
Properties=species:S:1:pos:R:3 method="wB97M-V/def2-TZVPD" energy_ev=-69947.706 smiles="NC(=O)[C@H](Cc1cc2ccccc2s1)NC(=O)[C@@H]1C[C@@]2(CC(c3cccc(NC(=O)[C@@H]4CCC(=O)N4)c3)=NO2)CN1C(=O)c1ccccc1" orbital_gap_ha=0.31359 total_charge=0
N -4.806 -5.345 0.374
C -5.647 -4.555 -0.311
O -6.438 -4.948 -1.137
C -5.516 -3.065 0.088
C -6.676 -2.256 -0.491
C -6.566 -0.805 -0.180
C -6.521 0.232 -1.044
C -6.452 1.506 -0.404
C -6.415 2.779 -0.972
C -6.388 3.885 -0.153
C -6.392 3.749 1.235
C -6.413 2.501 1.823
C -6.442 1.389 0.998
S -6.495 -0.280 1.492
N -4.258 -2.523 -0.396
C -3.097 -2.695 0.236
O -2.937 -3.425 1.202
C -1.945 -1.876 -0.378
C -0.591 -2.278 0.198
C 0.119 -0.953 0.499
C 0.996 -0.427 -0.648
C 2.358 -0.475 0.008
C 3.612 -0.175 -0.654
C 3.647 0.362 -1.940
C 4.865 0.617 -2.544
C 6.056 0.337 -1.898
C 6.029 -0.205 -0.614
N 7.191 -0.529 0.098
C 8.488 -0.460 -0.308
O 8.869 -0.073 -1.386
C 9.464 -0.947 0.782
C 9.553 0.039 1.965
C 10.726 0.944 1.595
C 11.556 0.117 0.622
O 12.670 0.354 0.231
N 10.814 -0.969 0.287
C 4.810 -0.451 0.002
N 2.296 -0.836 1.230
O 1.021 -1.096 1.612
C -1.060 -0.040 0.868
N -2.104 -0.461 -0.037
C -2.928 0.321 -0.766
O -3.611 -0.150 -1.670
C -2.976 1.766 -0.423
C -2.927 2.694 -1.458
C -2.987 4.046 -1.181
C -3.118 4.480 0.127
C -3.204 3.558 1.157
C -3.134 2.204 0.887
H -4.094 -4.939 0.970
H -4.771 -6.327 0.152
H -5.514 -3.009 1.185
H -6.699 -2.399 -1.574
H -7.606 -2.663 -0.084
H -6.539 0.115 -2.112
H -6.414 2.882 -2.046
H -6.367 4.874 -0.587
H -6.380 4.632 1.857
H -6.415 2.387 2.896
H -4.300 -1.837 -1.149
H -1.995 -1.977 -1.469
H -0.748 -2.814 1.138
H -0.022 -2.916 -0.475
H 0.954 -1.063 -1.533
H 0.734 0.592 -0.938
H 2.731 0.585 -2.463
H 4.892 1.037 -3.538
H 7.000 0.529 -2.379
H 7.017 -0.898 1.024
H 9.156 -1.951 1.103
H 9.777 -0.512 2.879
H 8.627 0.593 2.111
H 10.396 1.838 1.062
H 11.320 1.258 2.450
H 11.063 -1.532 -0.510
H 4.763 -0.869 0.997
H -1.338 -0.241 1.909
H -0.834 1.020 0.754
H -2.837 2.339 -2.474
H -2.937 4.763 -1.988
H -3.166 5.537 0.344
H -3.327 3.895 2.175
H -3.225 1.487 1.689

=====

# 5
52
Properties=species:S:1:pos:R:3 method="wB97M-V/def2-TZVPD" energy_ev=-26798.135 smiles=CC[NH+](CC)CC#CCC(OC)(c1ccccc1)c1ccccc1 orbital_gap_ha=0.34856 total_charge=+1
C 2.234 2.736 -0.232
C 3.212 1.758 0.396
N 2.867 0.354 0.055
C 3.530 -0.638 0.941
C 5.048 -0.601 0.860
C 3.057 0.055 -1.411
C 1.732 0.132 -1.986
C 0.537 0.207 -2.072
C -0.886 0.348 -1.945
C -1.284 0.001 -0.472
O -0.176 0.438 0.365
C -0.324 0.155 1.744
C -2.545 0.806 -0.207
C -2.481 2.057 0.394
C -3.629 2.808 0.574
C -4.850 2.327 0.135
C -4.916 1.096 -0.496
C -3.770 0.341 -0.672
C -1.486 -1.494 -0.269
C -2.376 -1.957 0.697
C -2.533 -3.312 0.923
C -1.797 -4.231 0.195
C -0.896 -3.781 -0.754
C -0.736 -2.425 -0.981
H 2.308 2.746 -1.315
H 2.446 3.738 0.130
H 1.212 2.479 0.037
H 4.231 1.964 0.064
H 3.177 1.854 1.484
H 1.837 0.277 0.195
H 3.162 -1.627 0.660
H 3.210 -0.441 1.967
H 5.403 -0.738 -0.158
H 5.448 -1.413 1.461
H 5.450 0.328 1.252
H 3.468 -0.949 -1.530
H 3.748 0.774 -1.856
H -1.436 -0.301 -2.626
H -1.159 1.385 -2.153
H -1.314 0.430 2.109
H 0.419 0.760 2.265
H -0.151 -0.906 1.954
H -1.528 2.451 0.718
H -3.566 3.773 1.052
H -5.745 2.912 0.276
H -5.861 0.721 -0.857
H -3.829 -0.616 -1.169
H -2.962 -1.255 1.272
H -3.235 -3.649 1.670
H -1.924 -5.288 0.366
H -0.314 -4.488 -1.327
H -0.024 -2.098 -1.724